Version A
{
  "formula": "C4H10O3",
  "method": "ωB97M-V with the def2-TZVPD basis set",
  "symbols": ["C", "C", "O", "C", "C", "O", "H", "H", "H", "H", "H", "H", "H", "H", "O", "H", "H"],
  "coordinates": [[-0.70, -0.73, 1.69], [0.04, 0.03, 0.62], [0.02, -0.74, -0.58], [-0.56, 1.40, 0.31], [0.41, 2.22, -0.49], [0.18, 2.82, -1.51], [-0.30, -1.73, 1.73], [-1.78, -0.75, 1.52], [-0.57, -0.26, 2.66], [1.09, 0.20, 0.87], [0.89, -0.82, -0.97], [-1.50, 1.27, -0.22], [-0.70, 1.96, 1.24], [1.43, 2.25, -0.03], [0.52, -3.61, -0.35], [0.52, -4.32, 0.29], [-0.36, -3.22, -0.31]],
  "mulliken_charge": [-1.3985, 0.2762, -0.5371, -0.3799, -0.0790, -0.4589, 0.2956, 0.3382, 0.3956, 0.3235, 0.3126, 0.3058, 0.3235, 0.2856, -0.6188, 0.3040, 0.3117],
  "orbital_gap_ev": 10.57,
  "multiplicity": 1,
  "homo_energy_ev": -9.8,
  "smiles": "C[C@@H](O)CC=O.O"
}

***

Version B
{
  "formula": "C4H10O3",
  "method": "ωB97M-V with the def2-TZVPD basis set",
  "symbols": ["C", "O", "C", "C", "O", "C", "O", "H", "H", "H", "H", "H", "H", "H", "H", "H", "H"],
  "coordinates": [[0.37, 0.56, -2.20], [-0.33, 1.46, -1.31], [0.43, 2.06, -0.43], [-0.39, -0.08, 1.28], [-1.41, -0.45, 0.37], [0.35, -1.34, 1.66], [0.74, -2.03, 0.50], [-0.33, 0.30, -3.00], [0.68, -0.32, -1.63], [1.25, 1.08, -2.60], [0.36, 0.57, 0.79], [-0.31, 2.61, 0.20], [-0.80, 0.46, 2.15], [-1.52, 0.26, -0.28], [-0.28, -1.97, 2.31], [1.26, -1.08, 2.22], [-0.08, -2.10, -0.02]],
  "mulliken_charge": [-0.3852, -0.2344, -0.4555, 0.0943, -0.6151, -0.6056, -0.5329, 0.2303, 0.1741, 0.3607, 0.0792, 0.2045, 0.3371, 0.3893, 0.2745, 0.3460, 0.3387],
  "orbital_gap_ev": 9.53,
  "multiplicity": 1,
  "homo_energy_ev": -9.1
}

***

Top of the stability list: version A, leading by 324.0 kJ/mol.